Record 1
Formula: C9H21ClO4PPrS4Sb
Source: OMol25
Level of theory: ωB97M-V/def2-TZVPD

## Properties
E_LUMO (alpha / beta) in eV: 2.43 / 2.43
Energy above the lowest of the compared OMol25 structures with the same formula, charge and spin in kJ/mol: 0.0
Net charge: -1
HOMO level (alpha / beta) in eV: -4.9 / -4.9
M in g/mol: 650.63
Multiplicity: 3

Geometry as XYZ:
```
42
Properties=species:S:1:pos:R:3:forces:R:3:mulliken_spin:R:1
Pr 2.1955 2.0798 -0.0711 4.2 -4.3 0.7 2.03
O 0.6369 3.0494 -1.5326 -0.7 0.1 -1.1 0.00
Cl 0.6438 4.0211 -0.4536 -3.4 3.7 -0.8 0.00
O -0.3088 5.0332 -0.6696 -0.1 0.1 0.0 0.00
O 1.9765 4.5217 -0.3545 0.8 0.8 0.0 0.00
O 0.3681 3.2832 0.7599 -1.1 0.3 0.9 0.00
S 3.4112 -0.2462 -0.9394 0.2 -0.1 0.2 -0.01
Sb 4.7196 0.6927 0.8394 0.6 -0.4 0.2 0.00
S 4.9199 2.8752 -0.0541 -0.2 -0.2 0.1 -0.01
S 2.9271 1.1274 2.3839 0.2 0.0 0.0 -0.01
S 6.4764 -0.5109 1.5736 -0.2 0.2 -0.1 0.00
C -2.8938 -0.7976 0.1728 0.0 0.0 -0.1 0.00
C -1.9000 0.1130 -0.5460 0.2 0.2 0.2 0.00
C -2.2669 1.5813 -0.3158 0.0 -0.1 0.0 0.00
P -0.0671 -0.1585 -0.1986 -0.4 -0.6 0.0 0.01
C 0.1311 -0.8970 1.5034 -0.2 0.1 -0.1 0.00
C -0.3344 -2.3228 1.7905 0.1 0.1 0.0 0.00
C -0.4512 0.0805 2.5327 0.1 -0.1 -0.1 0.00
C 0.3092 -1.5438 -1.3911 -0.1 0.2 -0.1 0.00
C -0.7142 -2.6735 -1.4982 0.1 0.0 0.0 0.00
C 0.5272 -0.9236 -2.7792 0.1 0.0 0.1 0.00
H -3.8961 -0.6334 -0.2339 0.0 0.0 0.0 0.00
H -2.9286 -0.5706 1.2386 0.0 -0.1 0.0 0.00
H -2.6518 -1.8508 0.0464 -0.1 0.1 0.1 0.00
H -1.9789 -0.0800 -1.6212 0.0 0.0 0.0 0.00
H -2.1034 1.8693 0.7242 0.0 0.0 0.0 0.00
H -3.3194 1.7548 -0.5583 0.0 0.0 0.0 0.00
H -1.6656 2.2318 -0.9454 0.0 0.1 0.0 0.00
H 1.2200 -0.8735 1.6029 0.0 0.0 0.1 0.00
H -1.3991 -2.4580 1.6032 0.0 -0.1 0.1 0.00
H -0.1504 -2.5381 2.8466 0.0 0.0 0.0 0.00
H 0.2268 -3.0529 1.2079 0.0 0.0 0.0 0.00
H -1.5414 0.0158 2.5614 0.1 0.1 0.1 0.00
H -0.1658 1.1071 2.3103 0.0 0.1 0.0 0.00
H -0.0638 -0.1502 3.5265 0.0 0.0 0.0 0.00
H 1.2630 -1.9426 -1.0415 0.0 0.0 0.0 0.00
H -1.6723 -2.3046 -1.8712 0.0 -0.1 0.0 0.00
H -0.8856 -3.1749 -0.5473 0.0 0.0 -0.1 0.00
H -0.3465 -3.4188 -2.2086 0.0 0.0 0.0 0.00
H -0.4263 -0.6341 -3.2304 0.0 0.0 0.0 0.00
H 1.0151 -1.6394 -3.4438 0.0 0.0 0.0 0.00
H 1.1641 -0.0417 -2.7187 0.0 0.0 -0.1 0.00
```
Positions in Å, forces in eV/Å.

Record 2
Formula: C3H4N4O
Source: OMol25
Level of theory: ωB97M-V/def2-TZVPD

## Properties
E_LUMO in eV: 0.00
SMILES: C=Nn1cc(O)nn1
Energy above the lowest of the compared OMol25 structures with the same formula, charge and spin in kJ/mol: 585.7
HOMO level in eV: -8.6
M in g/mol: 112.09

Geometry as XYZ:
```
12
Properties=species:S:1:pos:R:3:forces:R:3:nbo_charge:R:1
C -2.5046 -0.1861 0.1476 1.0 -0.3 -1.0 -0.12
N -1.6996 0.7830 -0.1528 -2.3 -1.2 1.6 -0.20
N -0.3824 0.5357 -0.1488 3.7 2.2 -0.4 -0.04
C 0.5001 -0.5237 -0.1075 -0.9 1.6 0.6 -0.27
C 1.7457 0.1841 0.1398 -8.1 -5.9 -1.3 0.43
O 2.8893 -0.1435 -0.0451 11.3 -8.4 -0.1 -0.61
N 1.5978 1.4028 0.0871 -3.5 7.3 0.4 -0.28
N 0.3365 1.6957 -0.0635 -1.2 0.4 0.2 -0.03
H -3.5866 0.1494 0.4268 2.1 -1.2 -1.0 0.23
H -2.0312 -1.2893 0.0194 -1.9 2.3 1.0 0.17
H -0.0328 -1.4127 -0.3969 1.3 -0.9 0.4 0.23
H 3.1678 -1.1955 0.0940 -1.5 4.3 -0.5 0.49
```
Positions in Å, forces in eV/Å.

Record 3
Formula: C46H52FN7O4P2SV
Source: OMol25
Level of theory: ωB97M-V/def2-TZVPD

## Properties
E_LUMO (alpha / beta) in eV: -11.06 / -10.43
Energy above the lowest of the compared OMol25 structures with the same formula, charge and spin in kJ/mol: 0.0
Net charge: +4
HOMO level (alpha / beta) in eV: -15.7 / -15.7
M in g/mol: 930.92
Multiplicity: 2

Geometry as XYZ:
```
114
Properties=species:S:1:pos:R:3:forces:R:3:mulliken_spin:R:1
V -0.2353 -0.1215 -0.0080 -0.4 0.4 1.5 1.18
C -1.5943 3.4651 -0.0665 0.0 0.0 -0.1 -0.01
P -0.3915 2.3612 0.7355 -0.2 -0.1 -0.1 -0.04
C 1.1807 3.1823 0.3513 0.0 -0.1 -0.1 -0.01
C -0.7951 2.4652 2.4933 0.0 -0.1 0.0 0.00
C -0.4954 3.5757 3.2733 0.0 -0.1 -0.1 0.00
C -0.8454 3.5815 4.6169 -0.1 -0.1 0.1 0.00
C -1.5009 2.4919 5.1765 0.0 0.1 0.0 0.00
C -1.8173 1.3846 4.4007 0.0 -0.1 -0.1 -0.01
C -1.4643 1.3673 3.0564 0.1 0.1 -0.2 -0.01
P -1.9030 0.0146 1.9504 0.0 0.1 -0.2 -0.08
C -3.6092 0.2949 1.4029 0.0 0.0 -0.1 -0.01
C -2.0086 -1.5146 2.9177 0.1 0.0 0.0 -0.01
H -1.5459 4.4366 0.4301 0.0 0.0 0.0 0.00
H -2.6123 3.0883 0.0163 0.0 0.0 0.0 0.00
H -1.3373 3.6019 -1.1168 0.0 0.0 0.0 0.00
H 1.2695 4.1428 0.8652 0.0 0.0 0.0 0.00
H 1.1793 3.3577 -0.7252 0.0 0.0 0.0 0.00
H 2.0480 2.5735 0.5950 0.0 0.0 0.0 0.00
H 0.0347 4.4232 2.8524 0.0 0.0 0.0 0.00
H -0.5878 4.4291 5.2347 0.0 0.0 0.0 0.00
H -1.7650 2.5029 6.2251 0.0 0.0 0.0 0.00
H -2.3349 0.5474 4.8519 0.0 0.0 0.0 0.00
H -4.2308 0.5099 2.2736 0.0 0.0 0.0 0.00
H -3.9904 -0.5995 0.9073 0.0 0.0 0.0 0.00
H -3.6690 1.1329 0.7092 0.0 0.0 0.0 0.00
H -1.1041 -1.6640 3.5033 0.0 0.0 0.0 0.00
H -2.1611 -2.3689 2.2563 0.0 0.0 0.0 0.00
H -2.8685 -1.4552 3.5876 0.0 0.0 0.0 0.00
C 5.8706 0.0718 -4.6917 0.0 0.0 0.0 0.00
C 4.6406 -0.7969 -4.8955 0.1 0.0 0.0 0.00
N 3.4952 -0.3499 -4.0606 -0.1 0.0 0.1 0.00
C 3.2387 -1.0099 -2.9427 0.1 0.0 0.0 0.00
C 2.2118 -0.6814 -2.0776 -0.2 0.1 0.1 0.02
C 2.0129 -1.5825 -0.9127 0.6 -0.2 -0.5 -0.01
O 2.8285 -2.3553 -0.5191 -0.1 0.0 0.1 0.01
O 0.7703 -1.4966 -0.3843 -0.1 -0.3 -0.6 0.00
C 1.3890 0.4190 -2.3567 0.2 -0.1 0.0 -0.01
O 0.4184 0.8070 -1.5797 0.0 0.1 -0.1 -0.04
C 1.6589 1.1391 -3.5653 0.0 0.0 -0.1 -0.01
C 0.8741 2.2459 -3.9519 0.0 0.0 0.0 0.00
C 1.1313 2.8998 -5.1118 0.0 0.0 0.0 0.00
F 0.4071 3.9815 -5.4194 0.0 0.0 0.0 0.00
C 2.1682 2.5089 -6.0038 0.0 -0.2 0.1 0.00
C 2.9457 1.4308 -5.6159 0.0 0.0 -0.1 0.00
C 2.7133 0.7435 -4.4140 -0.1 0.1 0.1 0.00
N 2.3974 3.2329 -7.1643 0.0 0.1 -0.1 0.00
C 3.6465 3.0503 -7.8889 0.0 0.0 0.0 0.00
C 3.9708 4.3039 -8.6905 0.1 -0.1 0.1 0.00
N 2.8372 4.6486 -9.6108 0.0 0.0 -0.1 0.00
C 1.5394 4.7721 -8.8660 -0.1 0.0 0.1 0.00
C 1.2892 3.4942 -8.0870 0.0 -0.1 0.0 0.00
H 6.6789 -0.3035 -5.3175 0.0 0.0 0.0 0.00
H 6.2051 0.0294 -3.6556 0.0 0.0 0.0 0.00
H 5.6906 1.1146 -4.9519 0.0 0.0 0.0 0.00
H 4.8488 -1.8242 -4.6056 0.0 0.0 0.0 0.00
H 4.3120 -0.8262 -5.9323 0.0 0.0 0.0 0.00
H 3.8697 -1.8587 -2.7084 0.0 0.0 0.0 0.00
H 0.0717 2.5939 -3.3178 0.0 0.0 0.0 0.00
H 3.7343 1.0942 -6.2680 0.0 0.0 0.0 0.00
H 3.6096 2.1751 -8.5540 0.0 0.0 0.0 0.00
H 4.4682 2.9094 -7.1887 0.0 0.0 0.0 0.00
H 4.8665 4.1606 -9.2921 0.0 0.0 0.0 0.00
H 4.1141 5.1567 -8.0292 0.0 0.0 0.0 0.00
H 2.7486 3.9302 -10.3360 0.0 0.0 0.0 0.00
H 3.0439 5.5233 -10.1011 0.0 0.0 0.0 0.00
H 0.7465 4.9547 -9.5889 0.0 0.0 0.0 0.00
H 1.6294 5.6282 -8.1995 0.0 0.0 0.0 0.00
H 1.1836 2.6511 -8.7857 0.0 0.0 0.0 0.00
H 0.3487 3.5910 -7.5564 0.0 0.0 0.0 0.00
S -3.5569 -2.7198 -1.6240 0.0 0.0 0.0 0.00
C -2.1553 -2.1529 -0.8756 -0.1 -0.1 0.0 0.01
N -1.8835 -0.8735 -1.0319 0.2 0.1 0.1 -0.01
C -2.8383 -0.2591 -1.8433 -0.1 -0.1 0.0 -0.01
C -2.8527 1.0707 -2.2576 0.1 0.1 0.0 0.00
C -3.9023 1.5029 -3.0378 0.0 0.0 0.0 0.00
C -4.9308 0.6276 -3.4212 0.0 0.0 0.0 0.00
C -4.9156 -0.6961 -3.0403 0.0 0.0 0.0 0.00
C -3.8543 -1.1294 -2.2462 0.0 0.0 0.0 0.00
H -1.5202 -2.8184 -0.3062 0.0 0.0 0.0 0.00
H -2.0433 1.7285 -1.9763 0.0 0.0 0.0 0.03
H -3.9402 2.5327 -3.3665 0.0 0.0 0.0 0.00
H -5.7446 0.9955 -4.0301 0.0 0.0 0.0 0.00
H -5.7009 -1.3746 -3.3444 0.0 0.0 0.0 0.00
C 3.3474 8.1401 0.3206 0.0 0.1 0.0 0.00
C 3.3396 6.8324 1.0581 0.0 0.0 0.0 0.00
C 4.1211 5.7581 0.6389 0.0 0.1 0.0 0.00
C 4.1608 4.5738 1.3535 0.0 -0.1 0.0 0.00
C 3.4171 4.4281 2.5205 0.0 0.2 -0.1 0.00
N 3.4765 3.1681 3.1680 0.0 -0.2 0.0 0.00
C 2.8175 2.7787 4.2922 0.1 0.2 0.1 0.00
O 2.1512 3.4785 5.0132 -0.1 0.0 0.0 0.00
N 3.0109 1.3929 4.5729 0.0 -0.1 -0.1 0.00
C 2.4360 0.3928 3.8001 0.0 0.1 0.0 0.00
C 2.5404 -0.9395 4.2030 0.0 0.0 0.0 0.00
C 1.9548 -1.9133 3.4257 0.0 0.0 0.0 0.00
C 1.2708 -1.5587 2.2768 0.0 0.0 0.0 0.00
N 1.1387 -0.2802 1.8732 0.0 -0.1 0.1 0.00
C 1.7233 0.6635 2.6324 0.0 0.0 -0.1 0.01
C 2.6382 5.4952 2.9652 0.0 -0.2 0.0 0.00
C 2.6033 6.6710 2.2284 0.0 0.0 -0.1 0.00
H 3.6149 8.0110 -0.7271 0.0 0.0 0.0 0.00
H 4.0829 8.8158 0.7615 0.0 0.0 0.0 0.00
H 2.3811 8.6388 0.3794 0.0 0.0 0.0 0.00
H 4.7307 5.8621 -0.2505 0.0 0.0 0.0 0.00
H 4.7975 3.7615 1.0169 0.0 0.0 0.0 0.00
H 4.2039 2.5400 2.8585 0.0 0.1 0.0 0.00
H 2.9942 1.2066 5.5679 0.0 0.1 0.0 0.00
H 3.0843 -1.1954 5.1038 0.0 0.0 0.0 0.00
H 2.0283 -2.9576 3.6948 0.0 0.0 0.0 0.00
H 0.8357 -2.3316 1.6652 0.0 0.0 0.0 0.00
H 1.6232 1.6868 2.3198 0.0 0.0 0.0 -0.01
H 2.1017 5.4216 3.8962 0.0 0.0 0.1 0.00
H 2.0116 7.5000 2.5973 0.0 0.0 0.0 0.00
```
Positions in Å, forces in eV/Å.

Record 4
Formula: C12H11CrF6P
Source: OMol25
Level of theory: ωB97M-V/def2-TZVPD

## Properties
E_LUMO (alpha / beta) in eV: -3.97 / -7.78
Net charge: +1
HOMO level (alpha / beta) in eV: -12.9 / -13.8
M in g/mol: 352.18
Multiplicity: 6

Geometry as XYZ:
```
31
Properties=species:S:1:pos:R:3:forces:R:3:nbo_charge:R:1
Cr -0.2600 -0.7418 0.5064 -0.1 0.1 -0.3 1.31
C 0.8753 2.2723 0.5452 0.0 0.0 0.0 -0.22
C 0.1206 1.7600 1.5935 -0.1 -0.1 -0.1 -0.21
C 0.5603 0.6306 2.2926 0.2 0.2 0.3 -0.35
C 1.7779 0.0374 1.9433 0.1 0.0 0.1 -0.17
C 2.5269 0.5474 0.8875 -0.1 0.0 0.0 -0.21
C 2.0757 1.6642 0.1940 0.0 0.0 0.0 -0.17
H 0.5414 3.1551 0.0157 0.0 0.0 0.0 0.24
H -0.8006 2.2420 1.8935 0.0 0.0 0.0 0.24
H 0.0181 0.2913 3.1675 0.0 -0.1 0.0 0.26
H 2.1381 -0.8220 2.4934 0.0 0.0 0.0 0.25
H 3.4573 0.0713 0.6106 0.0 0.0 0.0 0.25
H 2.6651 2.0662 -0.6193 0.0 0.0 0.0 0.24
C -5.1063 0.4104 -0.1632 0.0 0.0 0.0 -0.24
C -4.2037 1.4226 -0.2556 0.3 0.0 0.0 -0.12
C -2.7925 1.1627 -0.0290 -0.2 0.1 -0.1 0.03
C -2.2548 -0.1033 0.2973 -0.1 0.0 0.0 -0.47
C -3.2050 -1.1050 0.3560 -0.2 0.0 0.0 -0.07
C -4.6133 -0.8684 0.1413 0.3 -0.1 0.0 0.04
H -6.1623 0.5759 -0.3196 0.0 0.0 0.0 0.25
H -4.5256 2.4295 -0.4878 0.1 0.0 0.0 0.24
H -2.1282 2.0129 -0.1384 0.0 0.0 0.0 0.21
H -2.9094 -2.1316 0.5452 0.0 0.0 0.0 0.23
H -5.2985 -1.7054 0.2031 0.0 0.0 0.0 0.24
F -0.5584 -2.1304 -0.9711 0.0 0.0 0.0 -0.58
P 0.3326 -3.4487 -0.2542 -0.1 -0.1 -0.1 2.60
F -0.7838 -4.4399 -0.7175 0.0 0.0 0.0 -0.54
F -0.5482 -3.0498 1.0896 0.0 0.0 0.1 -0.59
F 1.1582 -3.5626 -1.5759 0.0 0.0 0.0 -0.54
F 1.1788 -4.4826 0.5436 0.0 0.0 0.0 -0.54
F 1.3445 -2.1764 0.2476 0.0 0.1 0.0 -0.59
```
Positions in Å, forces in eV/Å.

Record 5
Formula: C27H31N3O9STi
Source: OMol25
Level of theory: ωB97M-V/def2-TZVPD

## Properties
E_LUMO (alpha / beta) in eV: 3.74 / 3.74
Energy above the lowest of the compared OMol25 structures with the same formula, charge and spin in kJ/mol: 19.7
Net charge: -2
HOMO level (alpha / beta) in eV: 0.7 / 0.8
M in g/mol: 621.49

Geometry as XYZ:
```
72
Properties=species:S:1:pos:R:3:forces:R:3:mulliken_charge:R:1
Ti -1.0900 0.7327 0.2338 2.0 -1.1 1.6 0.27
N -1.9006 4.1762 -1.7238 0.0 0.0 0.1 -0.68
C -1.0363 3.1170 -1.3234 -0.3 -0.4 0.3 0.88
O -1.6975 1.9878 -1.0904 0.1 1.2 -1.1 -0.19
C -0.0626 3.5044 -0.1871 -0.2 -0.1 0.0 -1.15
C -0.2657 2.5306 0.9910 0.1 0.4 -0.7 -0.11
H -2.5551 3.8680 -2.4322 0.0 0.0 0.0 0.36
H -1.3693 4.9655 -2.0651 0.0 0.0 0.0 0.30
H -0.2715 4.5510 0.0610 0.1 0.0 0.1 0.34
H 0.9634 3.4527 -0.5536 0.1 0.0 0.1 0.34
H -1.0413 2.9077 1.6614 -0.1 -0.1 0.1 0.41
H 0.6591 2.3976 1.5512 0.0 -0.1 0.1 0.00
O -0.2580 -1.6782 -2.3091 -0.2 0.0 -0.1 -0.79
C 0.4613 -1.2080 -1.4230 -0.1 0.3 0.1 0.20
O 0.3550 -0.0298 -0.9275 0.3 -0.8 -0.6 -0.62
C 1.5274 -2.1254 -0.8666 0.2 0.2 -0.3 0.50
C 2.6709 -2.4125 -1.6070 -0.1 0.2 0.0 -0.71
C 3.6155 -3.2470 -1.0441 0.2 0.0 -0.2 -0.35
C 3.3852 -3.7784 0.2118 -0.2 0.0 0.3 -0.59
C 2.1896 -3.4617 0.8510 0.2 0.0 -0.1 -0.29
N 1.2789 -2.6550 0.3193 -0.2 0.0 0.3 -0.04
H 2.8050 -1.9760 -2.5890 0.0 0.0 0.0 0.43
H 4.5304 -3.4755 -1.5805 0.0 0.0 0.0 0.39
H 4.1085 -4.4228 0.6951 0.0 0.0 0.0 0.39
H 1.9597 -3.8518 1.8373 0.0 0.0 0.0 0.39
C -3.0059 -1.7901 -0.4000 0.0 0.0 0.0 -0.73
O -2.5333 -0.6528 -1.1278 0.3 -0.1 0.2 -0.18
H -2.2029 -2.2566 0.1741 0.1 0.0 0.0 0.22
H -3.4381 -2.5284 -1.0784 0.0 0.0 -0.1 0.31
H -3.7651 -1.4426 0.2935 0.0 0.1 0.0 0.23
H -1.8403 -0.9674 -1.7457 0.0 0.0 -0.1 0.40
O -4.4339 1.2442 2.2708 0.3 0.1 -0.2 -0.44
N -3.3836 1.6519 1.8501 0.0 -0.3 -0.1 0.00
O -2.6635 0.7267 1.2371 -2.0 0.4 1.1 -0.26
O -2.7165 2.1822 -8.9544 -0.1 0.0 -0.4 -0.50
C -3.2433 1.9801 -7.7226 0.5 0.0 0.8 0.69
O -4.4055 1.6989 -7.6276 -0.2 0.0 -0.1 -0.59
C -2.3149 2.1360 -6.5508 -0.5 -0.1 -0.7 1.06
C -2.7803 1.7839 -5.2914 0.0 -0.1 0.4 -0.66
C -1.9897 1.9344 -4.1604 -0.1 -0.1 -0.2 -0.56
C -0.7070 2.5015 -4.2575 -0.1 0.0 -0.2 0.54
S 0.3103 2.8110 -2.8870 0.0 0.0 0.1 -0.40
C -0.2340 2.8197 -5.5424 -0.1 0.0 -0.1 -1.17
C -1.0221 2.6311 -6.6618 0.4 0.1 0.1 -0.77
H -1.7705 2.3429 -8.8955 0.1 0.0 0.1 0.27
H -3.7766 1.3665 -5.2110 0.0 0.0 0.0 0.47
H -2.3375 1.5787 -3.1973 0.0 0.1 0.0 0.59
H 0.7624 3.2297 -5.6479 0.0 0.0 0.0 0.40
H -0.5928 2.8981 -7.6246 0.0 0.1 0.0 0.12
C 3.8790 -2.1887 6.4929 0.0 0.0 -0.1 -1.42
C 2.7728 -1.8299 5.5293 0.1 0.0 0.0 0.48
C 1.4422 -2.2049 5.7398 0.0 0.0 0.0 -0.67
C 0.4148 -1.8745 4.8771 0.2 0.1 0.0 0.74
C -0.9755 -2.3411 5.1741 -0.1 0.0 0.0 -1.96
C 0.6581 -1.0949 3.6737 0.3 0.0 0.1 1.14
C -0.4109 -0.7901 2.8454 0.3 0.4 -0.8 -1.52
O -0.2810 -0.2287 1.5985 -0.9 -0.1 0.2 0.27
C 2.0479 -0.7084 3.4575 0.0 -0.1 0.0 1.43
C 2.4741 0.1828 2.3090 0.0 0.0 0.3 -1.55
C 3.0184 -1.0848 4.3685 0.0 0.0 -0.1 -0.69
H 3.4911 -2.8044 7.3111 0.0 0.0 0.0 0.34
H 4.3489 -1.3048 6.9500 0.0 -0.1 0.0 0.26
H 4.6909 -2.7584 6.0157 -0.1 0.0 0.0 0.28
H 1.1975 -2.7963 6.6252 0.0 0.0 -0.1 0.11
H -0.9828 -2.9580 6.0779 0.0 0.0 0.0 0.34
H -1.3915 -2.9328 4.3447 0.0 0.0 0.1 0.31
H -1.6699 -1.5003 5.3225 0.0 -0.1 0.0 0.32
H -1.4153 -1.0637 3.1302 -0.2 0.1 -0.1 0.28
H 1.9477 -0.0287 1.3880 0.0 -0.1 -0.2 -0.03
H 3.5532 0.0802 2.1419 -0.1 0.0 0.0 0.35
H 2.2695 1.2434 2.5278 0.0 -0.1 0.0 0.20
H 4.0433 -0.7620 4.1671 -0.1 0.0 0.0 0.25
```
Positions in Å, forces in eV/Å.

Record 6
Formula: C3HF2N3O6
Source: OMol25
Level of theory: ωB97M-V/def2-TZVPD

## Properties
E_LUMO in eV: -1.61
SMILES: O=[N+]([O-])/C(F)=C/O/[N+]([O-])=C(\F)[N+](=O)[O-]
Energy above the lowest of the compared OMol25 structures with the same formula, charge and spin in kJ/mol: 111.3
HOMO level in eV: -10.7
M in g/mol: 213.05

Geometry as XYZ:
```
15
Properties=species:S:1:pos:R:3:forces:R:3:nbo_charge:R:1
O -0.3900 1.0601 2.7785 0.4 0.0 0.4 -0.37
N -1.2984 1.1184 1.9844 0.2 -0.2 -0.3 0.49
O -2.3788 1.6159 2.1482 -0.4 0.2 0.1 -0.33
C -1.0534 0.4923 0.6946 0.1 -0.4 -0.9 0.38
F -2.0698 0.6205 -0.1493 0.4 -0.1 0.4 -0.28
C 0.0735 -0.1727 0.4094 -0.9 0.8 0.1 0.08
O 0.3030 -0.8047 -0.7597 0.2 -1.0 -1.0 -0.37
N -0.0713 -0.0848 -2.0273 -0.2 0.3 0.2 0.35
O -0.1427 1.1048 -1.9595 0.1 0.5 -0.1 -0.31
C -0.2501 -0.8893 -3.0429 0.4 -1.0 1.1 0.50
F -0.1553 -2.1927 -2.8615 -0.1 0.6 -0.1 -0.25
N -0.3594 -0.4361 -4.4234 0.0 0.1 0.7 0.49
O -0.5988 -1.3005 -5.2229 -0.1 -0.4 -0.3 -0.33
O -0.1884 0.7360 -4.6247 0.0 0.5 -0.2 -0.32
H 0.8659 -0.2704 1.1395 -0.1 0.0 -0.1 0.25
```
Positions in Å, forces in eV/Å.

> Which formula does entry 3 have?

C46H52FN7O4P2SV

> Look up the M of the fourth one.

352.18 g/mol